Formula: C4H9NO
Source: OMol25
Level of theory: wB97M-V/def2-TZVPD

Properties
Relative energy (zero: lowest compared OMol25 entry of this formula, charge and spin), kcal/mol: 88.8
HOMO level (spin up / spin down), eV: -8.79 / -8.79
Largest force on an atom, hartree/bohr: 0.0067
HOMO-LUMO gap (spin up / spin down), eV: 9.0 / 9.0
Charge: 0

The geometry in XYZ format:
```
15
Properties=species:S:1:pos:R:3:forces:R:3:nbo_charge:R:1
C -0.4896 -1.0069 1.6314 0.1 0.1 -0.1 -0.683
H -1.2145 2.1247 -0.4708 0.2 -0.1 -0.1 0.190
H 2.0914 1.1503 -0.9226 -0.1 -0.1 0.0 0.143
H -0.9274 -1.8496 2.1905 0.1 0.1 -0.2 0.230
C -0.1243 -1.4827 0.2619 0.0 0.0 0.1 0.021
C -0.5320 1.6985 -1.2210 0.0 0.0 0.0 -0.421
N 0.1174 0.5045 -0.7073 0.2 -0.1 0.1 -0.547
H 0.5368 -2.3421 0.2223 0.0 0.3 0.0 0.205
H -1.1318 1.4718 -2.1142 0.2 0.0 0.2 0.192
H 0.1870 2.4861 -1.4959 -0.1 -0.2 0.1 0.189
H 0.4024 -0.6854 2.1745 -0.1 0.0 -0.1 0.243
C 1.3978 0.3579 -0.5985 -0.2 0.1 0.0 0.459
H -1.2117 -0.1889 1.6022 0.1 -0.1 0.0 0.221
H -0.9210 -1.5336 -0.4714 0.2 0.1 0.1 0.199
O 1.8680 -0.7026 -0.1063 -0.3 0.0 0.0 -0.640
```
Forces are in eV/Å.

=====

Formula: C15H21ClF5O2P2Ru
Source: OMol25
Level of theory: wB97M-V/def2-TZVPD

Properties
Relative energy (zero: lowest compared OMol25 entry of this formula, charge and spin), kcal/mol: 27.2
HOMO level (spin up / spin down), eV: -13.53 / -15.99
Largest force on an atom, hartree/bohr: 0.1486
Multiplicity: 6
HOMO-LUMO gap (spin up / spin down), eV: 7.0 / 5.3
Charge: +2

The geometry in XYZ format:
```
47
Properties=species:S:1:pos:R:3:forces:R:3:mulliken_spin:R:1
C -2.5718 0.7945 -2.1037 0.1 0.0 0.3 0.008
O 1.3098 1.6656 -2.5261 0.1 -2.9 1.1 0.601
H 3.2292 -0.3654 2.9086 -0.1 -0.1 -0.3 0.006
P 2.3413 0.3554 0.7559 1.7 0.8 0.3 -0.008
C -1.2727 0.2192 1.7126 -0.9 0.1 0.4 -0.029
C 2.7680 -0.8606 2.0450 -0.4 -0.3 0.1 0.027
C -0.2065 1.5987 -0.2610 -2.8 6.9 1.5 0.095
H 2.7261 -0.1718 -3.5906 0.0 -0.2 0.1 0.012
F -3.2779 -0.2727 0.4775 0.9 0.3 1.4 0.041
C -2.2979 -2.1197 -1.5919 0.1 -0.2 0.5 0.029
H -3.3593 -2.0188 -1.8455 0.3 0.0 -0.1 0.006
H 1.2566 2.2975 1.7332 0.4 0.1 0.1 0.002
C 2.1463 -0.5924 -2.7591 1.1 -0.5 -1.1 0.161
C -3.4717 -0.0867 2.7738 -3.1 -0.6 1.1 0.289
H 2.8664 2.0092 2.4567 -0.1 0.1 -0.3 0.003
C -0.7920 0.3839 2.9998 1.9 0.1 -1.3 0.340
Cl -0.0675 -2.0954 0.8624 0.3 0.5 -0.7 0.345
H 3.6864 1.0362 -1.1443 0.3 0.0 0.3 -0.003
H -0.3925 -1.7575 -3.8628 -0.2 0.2 -0.1 0.000
O -0.5357 2.7165 -0.1874 1.1 -3.2 -0.4 -0.002
H -0.3273 0.0204 -4.0767 -0.3 -0.2 -0.1 -0.001
C -0.9544 -0.8219 -3.7548 0.3 0.0 0.3 -0.003
H -2.6178 1.3324 -1.1522 -0.2 -0.1 -0.3 0.002
C -2.9545 0.0832 4.0489 -0.6 0.0 1.5 0.006
H -3.5683 0.4128 -2.3573 0.2 0.1 0.0 0.003
F -1.0431 0.4710 5.3701 -0.8 -0.2 -2.1 0.051
C -2.6338 -0.0211 1.6471 1.1 0.0 -2.1 0.329
H -1.8580 -0.8695 -4.3790 0.2 0.0 0.3 0.000
C 3.8816 0.4543 -0.2334 -0.2 -0.1 -0.1 0.002
H 3.4564 -1.6025 1.6227 -0.1 0.2 0.1 0.002
H -2.2230 1.4878 -2.8790 -0.1 -0.1 0.1 -0.001
H 2.8294 -1.0850 -2.0524 -0.4 0.3 -0.1 -0.007
F -3.7386 -0.0062 5.1438 1.1 0.2 -1.6 -0.007
H -2.1761 -2.3254 -0.5233 -0.3 -0.1 -0.4 -0.004
F 0.5257 0.5572 3.2674 -1.7 -0.2 -0.5 0.054
C 2.2917 2.0113 1.5225 -0.3 0.0 0.0 0.007
H 4.1887 -0.5626 -0.5075 0.1 0.3 0.0 0.000
C -1.5950 0.3303 4.1481 -0.7 0.0 3.5 0.277
H -1.8507 -2.9500 -2.1504 -0.1 0.2 0.1 0.002
P -1.3884 -0.5943 -1.9860 -0.9 0.2 -1.6 -0.005
Ru 0.3659 -0.1432 -0.4389 -0.3 -4.8 1.8 2.205
F -4.7847 -0.3618 2.6285 2.4 0.5 0.1 0.062
H 1.4634 -1.3567 -3.1527 0.1 0.3 0.3 -0.006
C 1.3767 0.5139 -2.1206 0.6 2.6 -2.1 0.112
H 2.7152 2.7392 0.8194 -0.1 -0.1 0.2 -0.001
H 4.6840 0.9289 0.3476 -0.3 -0.1 -0.1 0.000
H 1.8503 -1.3785 2.3449 0.5 0.1 0.1 -0.005
```
Forces are in eV/Å.

=====

Formula: C19H48B2O2
Source: OMol25
Level of theory: wB97M-V/def2-TZVPD

Properties
HOMO level, eV: -10.11
Largest force on an atom, hartree/bohr: 0.0184
SMILES: BB(O)OC.CCCCCC.CCCCCC.CCCCCC
HOMO-LUMO gap, eV: 10.1
Charge: 0

The geometry in XYZ format:
```
71
Properties=species:S:1:pos:R:3:forces:R:3:lowdin_charge:R:1
C -2.9263 2.2801 2.1042 0.0 0.0 0.0 -0.106
H 2.8991 -2.7662 -1.8734 0.0 0.0 0.0 0.077
H -7.4638 1.5036 -0.8587 0.0 0.0 0.0 0.075
H -0.5135 -3.3589 0.3078 0.0 0.0 0.0 0.095
O 3.9802 -1.1566 3.3071 0.2 -0.4 0.8 0.142
O 5.7650 -2.1250 2.1083 -0.5 -0.1 0.0 -0.021
H -1.3543 -4.0776 2.5456 0.0 0.0 0.0 0.069
B 6.3965 -0.0195 3.6235 -0.2 0.2 -0.3 0.185
B 5.3106 -1.1519 2.9826 0.3 0.1 -0.4 -0.644
H 6.5271 1.0723 3.1580 0.1 0.0 0.1 0.008
C 2.4711 3.9525 -2.6028 0.0 0.0 0.0 -0.112
C -6.0616 2.8126 0.1533 0.0 0.0 0.0 -0.270
H 3.0953 -4.5682 0.0066 0.0 0.0 0.0 0.110
C 0.9759 -4.9061 0.0682 0.0 0.0 0.0 -0.227
C -0.7119 0.4102 -2.3285 0.0 0.0 0.1 -0.099
C -4.2753 0.9702 0.3776 0.0 0.0 0.0 -0.227
H -3.2222 3.2551 1.7136 0.0 0.0 0.0 0.066
H -3.3528 0.6172 -0.0967 0.0 0.0 0.0 0.096
H -1.3208 2.9607 -1.3868 0.0 0.0 0.0 0.100
C 1.4659 3.2182 -3.4831 0.0 0.0 0.0 -0.271
H 3.0863 -2.1673 0.5649 0.0 0.0 0.0 0.092
H 3.4852 3.8526 -2.9915 0.0 0.0 0.0 0.068
C -4.7831 2.1854 -0.4008 0.0 0.0 0.0 -0.231
C -0.3371 -4.3830 0.6498 0.0 0.0 0.0 -0.269
H -8.1547 2.3590 0.5201 0.0 0.0 0.0 0.068
H 2.3831 -4.2525 1.5678 0.0 0.0 0.0 0.097
H 1.1393 -2.7296 -1.7411 0.0 0.0 0.0 0.063
H -0.6402 2.8789 -3.7369 0.0 0.0 0.0 0.101
H -3.6854 0.2814 2.3163 0.0 0.0 0.0 0.104
C 2.0638 -2.3316 -1.3192 0.0 0.1 0.0 -0.102
H 7.5716 -1.9279 1.1048 0.0 0.0 0.0 0.094
H 6.3269 -0.7476 0.6448 0.0 0.0 0.0 0.094
C -0.2586 2.8171 -1.6137 0.0 0.0 0.0 -0.227
H 6.1762 -2.4344 0.1339 0.0 0.0 0.0 0.088
H -0.2519 4.4277 -3.0298 0.0 0.0 0.0 0.109
C 2.1776 -2.6316 0.1712 0.1 0.0 0.0 -0.262
H 1.1043 -5.9520 0.3651 0.0 0.0 0.0 0.109
H -4.0005 2.9486 -0.4380 0.0 0.0 0.0 0.093
H 1.5394 3.5961 -4.5062 0.0 0.0 0.0 0.104
C 2.2210 -4.1243 0.4934 0.0 0.0 0.0 -0.225
H 2.4730 3.5652 -1.5826 0.0 0.0 0.0 0.064
C 0.0871 1.3413 -1.4231 0.0 0.0 0.0 -0.268
H -1.9894 1.9972 1.6170 0.0 0.0 0.0 0.065
H 0.3788 -3.7932 2.6205 0.0 0.0 0.0 0.061
C -7.2554 1.8643 0.1513 0.0 0.0 0.0 -0.112
H -2.7254 2.4006 3.1693 0.0 0.0 0.0 0.070
H -1.1581 -4.9797 0.2439 0.0 0.0 0.0 0.104
H 0.2871 3.4094 -0.8742 0.0 0.0 0.0 0.103
H 2.0668 -1.2548 -1.4958 0.0 0.0 0.0 0.058
H -0.2380 -5.4431 2.5397 0.0 0.0 0.0 0.075
H -4.9216 1.5139 2.3683 0.0 0.0 0.0 0.098
H 0.9026 -4.9114 -1.0226 0.0 0.0 0.0 0.101
C 0.0191 3.3672 -3.0141 0.0 0.0 0.0 -0.227
H 1.1575 1.1827 -1.5847 0.0 0.0 0.0 0.090
H -0.1005 1.0745 -0.3790 0.0 0.0 0.0 0.098
H 2.2373 5.0185 -2.5517 0.0 0.0 0.0 0.075
H -6.3019 3.6957 -0.4443 0.0 0.0 0.0 0.104
H -0.4655 -0.6337 -2.1292 0.0 0.0 0.0 0.055
H 1.7322 2.1584 -3.5350 0.0 0.0 0.0 0.097
H -5.8863 3.1769 1.1697 0.0 0.0 0.0 0.098
H -4.9905 0.1484 0.2862 0.0 0.0 0.0 0.102
H 7.1129 -0.3065 4.5309 0.0 0.0 0.0 0.010
H -4.9570 1.8841 -1.4391 0.0 0.0 0.0 0.109
H -0.5140 0.5997 -3.3847 0.0 0.0 0.0 0.070
C -0.3901 -4.4254 2.1728 0.0 0.0 0.0 -0.110
H -7.0796 0.9928 0.7840 0.0 0.0 0.0 0.064
H 3.6081 -2.0509 3.2834 -0.1 0.2 -0.4 0.105
H -1.7844 0.5384 -2.1613 0.0 0.0 0.0 0.065
C -3.9981 1.2238 1.8589 0.0 0.0 0.0 -0.266
H 1.3454 -2.1589 0.7013 0.0 0.0 0.0 0.101
C 6.5007 -1.7827 0.9428 0.3 0.0 0.2 -0.077
```
Forces are in eV/Å.